A single C3H7Br molecule at a distorted geometry. Source: the Open Molecules 2025 dataset; level of theory: ωB97M-V with the def2-TZVPD basis set.

Each line ends with the natural charge from an NBO analysis.
Atoms and positions in Å:
C  0.470  -1.083  0.347  -0.619
C  -0.311  0.996  -0.670  -0.654
C  0.601  0.444  0.382  -0.285
Br  2.414  0.906  0.077  0.032
H  -0.538  -1.340  0.505  0.210
H  0.847  -1.543  -0.606  0.214
H  1.098  -1.517  1.295  0.216
H  -0.089  0.463  -1.578  0.213
H  -0.384  2.162  -0.958  0.231
H  -1.394  0.695  -0.568  0.222
H  0.179  0.662  1.595  0.223

Forces on the atoms, in the same order (eV/Å):
3.2 -0.8 1.7
-2.1 2.4 -1.4
-2.5 -0.7 3.6
0.6 0.5 0.2
-1.3 -0.4 0.1
-0.3 0.5 0.9
-1.4 0.8 -2.5
0.5 0.1 -0.8
0.7 -2.6 1.1
1.0 0.3 0.7
1.6 0.1 -3.6

LUMO level = 0.0375 hartree
multiplicity = 1
gap between HOMO and LUMO = 11.1 eV
E = -73265.902 eV
SMILES = CC(C)Br
highest occupied orbital energy = -10.09 eV